Entry 1:
Formula: C8H4F5NO2OsS
Source: OMol25
Level of theory: wB97M-V/def2-TZVPD

Properties
E_tot in a.u.: -1499.88225
HOMO level (alpha / beta) in eV: -17.637 / -17.651
Relative energy (zero: lowest compared OMol25 entry of this formula, charge and spin) in kcal/mol: 0.00
Net charge: +2
Largest force on an atom in eV Å⁻¹: 1.502

```
22
Properties=species:S:1:pos:R:3:forces:R:3:mulliken_charge:R:1
Os 0.372951 -0.092913 0.208934 0.732 -1.277 0.297 1.104
N -0.442649 -1.753408 -0.704268 0.028 -0.063 0.024 -0.616
C 0.441695 -2.239799 -1.830751 -0.013 -0.067 -0.009 -0.272
C 1.751078 -1.490617 -1.848377 -0.007 0.063 -0.061 0.450
O 2.704875 -1.747383 -2.474536 0.052 -0.064 -0.014 -0.354
O 1.726064 -0.346420 -1.019483 0.031 0.288 -0.057 -0.395
H -0.569053 -2.498440 -0.015625 0.030 -0.006 -0.050 0.381
H -1.375288 -1.571694 -1.071022 -0.016 -0.018 0.036 0.384
H -0.061554 -2.084189 -2.784293 -0.010 0.029 0.010 0.312
H 0.635443 -3.305180 -1.719323 -0.013 0.004 0.001 0.363
F -1.934916 3.568588 5.101534 0.024 -0.049 -0.121 -0.182
C -1.745833 3.098622 3.912734 -0.129 0.282 0.205 0.646
C -1.166693 1.817422 3.778477 0.186 -0.432 -0.033 -0.102
F -0.839356 1.126257 4.839105 -0.048 0.105 -0.137 -0.203
C -0.989825 1.354155 2.511224 0.066 0.016 0.206 0.617
F -0.439297 0.102384 2.295629 -0.136 0.266 0.037 -0.354
C -1.350852 2.079181 1.360156 0.119 -0.216 0.105 0.170
S -1.177624 1.326036 -0.156827 -0.737 0.878 -0.473 -0.119
C -1.928451 3.354831 1.528678 -0.162 0.266 0.113 0.392
F -2.268887 4.048355 0.475777 0.031 -0.073 0.092 -0.222
C -2.124117 3.860128 2.801618 -0.057 0.125 -0.173 0.190
F -2.654112 5.039483 2.979938 0.031 -0.056 0.001 -0.191
```
Forces are in eV/Å.



Entry 2:
Formula: C8H4O2S
Source: OMol25
Level of theory: wB97M-V/def2-TZVPD

Properties
E_tot in a.u.: -855.73417
HOMO level (alpha / beta) in eV: -8.850 / -7.361
Largest force on an atom in eV Å⁻¹: 4.697

```
15
Properties=species:S:1:pos:R:3:forces:R:3:mulliken_charge:R:1
C -1.315002 -1.266262 0.101059 -1.967 0.890 0.168 -0.439
C -0.283495 -2.075683 -0.361659 1.751 1.932 -0.333 -0.482
C -1.138033 0.082164 0.182251 1.712 0.709 -0.847 -0.389
C 0.918775 -1.547536 -0.716594 1.674 -1.187 0.022 -0.418
C 0.175518 0.657481 -0.078254 -2.906 0.951 -0.569 0.412
C 1.214304 -0.172389 -0.516506 2.820 0.044 0.472 0.509
C 0.346165 2.136390 -0.112462 -0.037 -0.867 -0.708 0.638
C -0.054388 2.452134 1.205206 -0.168 0.958 4.595 -0.099
O 0.787617 2.910007 -0.915905 -0.036 -0.243 -0.446 -0.445
O 2.410268 0.232599 -0.594118 -1.063 -0.069 -0.219 -0.620
S -0.200408 2.640942 2.766142 0.036 -0.217 -2.534 -0.210
H -2.355187 -1.607686 0.287586 1.016 -0.205 -0.203 0.314
H -0.398462 -3.063725 -0.507417 -0.657 -3.379 -0.195 0.495
H -1.998659 0.717585 0.239413 -0.208 0.373 0.620 0.430
H 1.890987 -2.096023 -0.978741 -1.965 0.310 0.177 0.304
```
Forces are in eV/Å.



Entry 3:
Formula: C8H5CeCl2HoNO3S
Source: OMol25
Level of theory: wB97M-V/def2-TZVPD

Properties
E_tot in a.u.: -3328.26679
HOMO level (alpha / beta) in eV: -21.898 / -21.918
Relative energy (zero: lowest compared OMol25 entry of this formula, charge and spin) in kcal/mol: 131.70
Net charge: +4
Multiplicity: 6
Largest force on an atom in eV Å⁻¹: 17.114

```
22
Properties=species:S:1:pos:R:3:forces:R:3:mulliken_spin:R:1
Ce 4.317050 -0.720256 -0.111732 -6.534 6.560 7.953 1.010
Ho 1.155137 -0.194202 -0.231982 -2.323 1.911 0.547 4.066
Cl 2.956747 1.777228 -0.531428 0.810 -2.241 -0.004 -0.023
Cl 2.521806 -1.570271 2.022887 0.419 1.008 -2.450 -0.018
C -0.227988 -2.258742 0.199465 -4.090 -4.901 0.966 -0.005
C 5.438371 -0.206470 -1.860803 8.239 3.987 -12.351 -0.010
C 5.341267 -2.556345 -0.020455 8.552 -14.783 1.092 -0.007
O -0.953691 -3.140669 0.400493 3.670 4.313 -0.930 0.001
O 6.105301 0.121673 -2.770423 -4.036 -1.979 5.571 0.019
O 5.955922 -3.556667 0.097603 -3.980 6.505 -0.721 0.012
S -0.051797 1.838887 -1.026773 0.172 -0.413 0.250 -0.033
C -1.529329 1.256772 -0.294197 -0.740 1.196 0.948 0.004
N -2.030953 2.037085 0.747210 -0.857 -1.362 -0.521 -0.001
C -3.262997 1.785828 1.309553 1.820 1.015 -0.272 -0.003
C -3.996950 0.731254 0.829183 -0.622 -0.823 -0.433 -0.003
C -3.522093 -0.074306 -0.212668 -0.474 0.019 0.300 0.001
C -2.285949 0.209093 -0.783977 1.006 -0.502 -0.161 -0.006
H -1.457047 2.815857 1.068517 -0.288 0.049 0.015 0.000
H -3.561278 2.470626 2.117632 0.005 -0.430 -0.421 0.000
H -4.966938 0.533475 1.264673 -0.057 0.005 0.023 0.000
H -4.105756 -0.913281 -0.609428 0.046 0.388 0.298 0.000
H -1.838834 -0.386566 -1.603350 -0.739 0.479 0.299 -0.003
```
Forces are in eV/Å.



Entry 4:
Formula: C8H5Cl2NO4Sn
Source: OMol25
Level of theory: wB97M-V/def2-TZVPD

Properties
E_tot in a.u.: -1798.34002
HOMO level in eV: -9.657
Relative energy (zero: lowest compared OMol25 entry of this formula, charge and spin) in kcal/mol: 0.00
Largest force on an atom in eV Å⁻¹: 0.233

```
21
Properties=species:S:1:pos:R:3:forces:R:3:mulliken_charge:R:1
Sn 0.462318 -0.367139 2.594296 0.118 0.023 0.149 0.808
O -3.266012 0.092616 0.587706 -0.028 -0.008 -0.011 -0.637
C -2.117522 0.070383 0.963889 0.027 0.099 -0.043 0.492
O -1.629971 -0.550561 1.994639 -0.017 -0.155 -0.102 -0.647
C -1.055734 0.824683 0.170283 0.025 0.011 -0.019 0.262
C -1.276879 1.493182 -1.018342 -0.042 -0.030 0.054 -0.513
C -0.182123 2.044401 -1.671946 -0.018 0.030 -0.062 -0.191
C 1.096898 1.895169 -1.151941 0.053 -0.018 0.048 -0.529
C 1.239257 1.209795 0.039558 0.003 -0.013 0.004 0.321
N 0.171627 0.732996 0.670826 0.000 -0.030 -0.018 -0.122
C 2.573189 0.859668 0.696896 -0.091 -0.028 0.047 0.418
O 3.596448 1.289736 0.217549 0.038 0.015 -0.038 -0.628
O 2.438276 0.088605 1.731365 -0.051 0.077 -0.033 -0.655
H -2.283186 1.552415 -1.407108 0.001 -0.003 -0.003 0.510
H -0.323841 2.572252 -2.606231 -0.002 0.004 0.006 0.443
H 1.979154 2.277025 -1.644936 0.000 -0.007 -0.003 0.495
Cl 1.076902 -2.532578 0.710258 -0.017 -0.021 -0.116 -0.056
C -0.357090 -3.343345 0.007326 0.087 -0.138 0.167 -0.281
Cl -1.044225 -2.456181 -1.336623 0.001 0.116 -0.004 -0.120
H -1.091991 -3.447228 0.796395 -0.051 0.079 -0.017 0.263
H -0.005487 -4.305884 -0.343866 -0.038 -0.005 -0.005 0.367
```
Forces are in eV/Å.



Entry 5:
Formula: C8H5F7NO
Source: OMol25
Level of theory: wB97M-V/def2-TZVPD

Properties
E_tot in a.u.: -1136.43164
HOMO level in eV: -15.020
SMILES: O[n+]1ccc(C(F)(F)C(F)(F)C(F)(F)F)cc1
Net charge: +1
Largest force on an atom in eV Å⁻¹: 4.348

```
22
Properties=species:S:1:pos:R:3:forces:R:3:mulliken_charge:R:1
O -3.899207 1.403869 0.598723 -0.200 -0.268 1.219 -0.406
N -2.685749 0.995096 0.157197 3.773 -1.566 -1.287 0.306
C -2.554666 -0.399929 -0.222324 4.201 0.551 -0.978 -0.310
C -1.174647 -0.943368 -0.694529 -0.784 4.040 1.099 -0.328
C 0.043191 0.054569 -0.753509 -4.003 0.457 0.692 0.039
C 1.422333 -0.556649 -1.261892 0.087 -0.095 -2.176 0.781
F 1.180151 -1.827554 -1.879395 0.214 2.948 1.557 -0.275
F 1.976280 0.277979 -2.292029 -1.433 -1.759 2.533 -0.253
C 2.545183 -0.772235 -0.128959 1.843 -0.815 -1.077 0.534
F 3.149710 -2.042149 -0.384824 -1.458 3.094 0.929 -0.248
F 3.541226 0.216870 -0.291053 -2.412 -2.128 0.754 -0.233
C 2.009165 -0.767840 1.378889 1.976 -0.409 3.243 0.622
F 3.103979 -1.209778 2.189295 -2.874 1.119 -2.152 -0.231
F 1.730576 0.556854 1.850378 0.033 -3.493 -1.569 -0.220
F 0.959279 -1.675148 1.634347 2.193 2.710 -1.021 -0.209
C -0.199993 1.539630 -0.356337 -2.364 -3.310 -0.141 -0.288
C -1.622324 1.961530 0.105379 2.704 -2.145 -1.074 -0.279
H -3.947432 1.055637 1.532111 -0.239 0.560 -0.964 0.399
H -3.425919 -1.130543 -0.193009 0.980 1.637 0.163 0.398
H -1.099583 -2.042661 -0.997788 -0.024 1.892 0.523 0.394
H 0.698888 2.242847 -0.411422 -1.768 -0.822 0.206 0.413
H -1.750442 3.062975 0.420750 -0.444 -2.199 -0.480 0.393
```
Forces are in eV/Å.



Entry 6:
Formula: C8H5FN3OP
Source: OMol25
Level of theory: wB97M-V/def2-TZVPD

Properties
E_tot in a.u.: -988.53765
HOMO level (alpha / beta) in eV: -8.792 / -8.793
Largest force on an atom in eV Å⁻¹: 3.186

```
19
Properties=species:S:1:pos:R:3:forces:R:3:mulliken_charge:R:1
C -3.075101 1.002502 -0.805219 -0.095 0.015 -0.037 -0.507
C -2.081795 0.891630 -1.764381 -0.016 0.001 -0.031 -0.513
C -2.799769 0.686210 0.514746 -0.046 0.065 0.012 -0.589
C -0.819660 0.455871 -1.412778 -0.070 0.017 0.202 -0.562
C -1.534967 0.264680 0.880422 0.092 -0.001 -0.078 -0.530
C -0.539051 0.143624 -0.082555 -0.096 -0.033 -0.474 1.084
C 0.803158 -0.302969 0.282764 -1.170 1.113 2.536 0.297
C 3.964725 -1.076640 1.178304 0.729 -1.021 0.098 0.599
N 1.612828 -0.810298 -0.554142 2.462 -1.319 -1.532 0.626
N 2.959272 -0.577992 1.884510 -0.937 0.453 0.708 -0.147
N 2.498565 -1.274091 -1.076295 -0.951 0.329 -0.112 -0.761
O 4.891180 -0.526069 0.692108 0.243 0.161 -0.315 -0.472
F 3.899835 -2.457264 1.176900 0.007 0.487 -0.050 -0.231
P 1.504999 -0.062356 1.951988 0.073 -0.282 -0.877 -0.076
H -4.061927 1.330928 -1.093910 -0.087 0.039 0.017 0.378
H -2.289224 1.157476 -2.787911 -0.048 -0.010 -0.166 0.380
H -3.573512 0.762686 1.263506 -0.065 0.026 0.064 0.383
H -0.042361 0.365503 -2.158606 0.029 0.042 -0.092 0.339
H -1.317195 0.026571 1.910547 -0.054 -0.084 0.123 0.302
```
Forces are in eV/Å.